Entry 1:
DFT (wB97M-V/def2-TZVPD) results for C5H9N in the gas phase.

Structure (XYZ):
```
15
Properties=species:S:1:pos:R:3:forces:R:3:nbo_charge:R:1
C -0.592559 -2.430354 -1.833775 -0.170 1.138 0.465 -0.433
C -0.090952 -1.538495 -0.948135 -0.586 0.223 -0.659 -0.159
C -0.579738 -0.015180 -0.736550 2.868 -2.398 2.563 -0.447
C -0.343159 0.568388 0.691694 1.572 1.435 0.157 -0.302
C 0.736682 1.349657 1.048578 -0.773 -3.279 -3.790 0.010
N 0.954067 1.930906 2.241974 1.388 3.382 1.474 -0.803
H -0.320123 -3.517871 -1.862530 0.019 1.410 -0.233 0.211
H -1.308993 -1.995891 -2.557050 -0.078 -0.926 0.509 0.189
H 0.843743 -1.833773 -0.472811 -0.392 0.186 0.749 0.191
H 0.107949 0.516549 -1.334220 0.364 0.991 -1.112 0.213
H -1.579058 0.132888 -0.977214 -1.677 0.097 -0.884 0.216
H -1.067913 0.573366 1.493568 -0.785 -0.538 -0.285 0.180
H 1.603559 1.289158 0.327956 -0.790 0.670 0.854 0.179
H 1.537880 2.842752 2.151008 -1.421 -2.264 0.388 0.379
H 0.098613 2.127902 2.767502 0.459 -0.128 -0.196 0.375
```
Positions in Å, forces in eV/Å.

- SMILES = C=CC/C=C/N
- E_HOMO (eV) = -8.0
- spin multiplicity = 1

***

Entry 2:
DFT (wB97M-V/def2-TZVPD) results for C5H9N in the gas phase.

Structure (XYZ):
```
15
Properties=species:S:1:pos:R:3:forces:R:3:nbo_charge:R:1
C 2.782986 -0.192157 -0.462384 0.336 0.506 -1.690 -0.006
N 1.965832 -1.082578 -0.822704 -0.392 -1.185 2.874 -0.423
C 0.576430 -0.774011 -0.884785 1.060 1.341 -1.857 -0.048
C -0.239494 -0.913667 0.142889 0.220 -0.305 -0.601 -0.220
C -1.626783 -0.372603 0.225940 -0.384 1.438 1.598 -0.438
C -1.537148 1.121040 0.677755 0.475 0.119 -0.541 -0.593
H 3.706455 -0.410426 0.078324 0.182 -0.350 -0.600 0.167
H 2.705367 0.823861 -0.895168 -0.461 0.282 1.119 0.134
H 0.348730 -0.207910 -1.789774 -0.723 -0.355 -0.081 0.182
H 0.210820 -1.323743 1.043670 -0.297 -0.130 0.025 0.210
H -2.316977 -0.320854 -0.611766 0.498 -0.808 -0.512 0.219
H -2.135077 -0.880534 1.042382 -0.191 -0.333 -0.123 0.207
H -2.401440 1.478473 1.237492 -0.023 -0.112 -0.041 0.206
H -1.416596 1.737764 -0.219500 -0.173 0.034 0.076 0.199
H -0.623104 1.317348 1.237623 -0.127 -0.142 0.354 0.204
```
Positions in Å, forces in eV/Å.

- SMILES = C=N/C=C/CC
- E_HOMO (eV) = -8.7
- spin multiplicity = 1

***

Entry 3:
DFT (wB97M-V/def2-TZVPD) results for 2 unconnected molecules or ions with the total composition C5H9N.

Structure (XYZ):
```
15
Properties=species:S:1:pos:R:3:forces:R:3:nbo_charge:R:1
C 1.210401 1.875476 -0.783374 1.140 -0.766 0.815 -0.187
C 2.495849 1.698616 -1.065177 -1.577 -0.018 -0.529 -0.158
N 3.210562 2.046355 -2.217489 0.970 0.515 -0.488 -0.872
C -1.642868 -1.004777 1.008908 -0.322 -0.647 1.059 -0.462
C -2.469143 -1.201519 2.209063 -1.531 -1.712 -3.826 -0.086
C -2.437190 -2.369738 1.111940 2.239 1.650 2.181 -0.466
H 0.777656 1.523837 0.168912 -0.371 0.432 -0.347 0.170
H 3.044111 1.184650 -0.267020 0.235 -0.098 -0.071 0.203
H 3.378254 1.370883 -2.947378 -0.106 -0.411 0.463 0.380
H 3.027274 2.931760 -2.656934 -0.482 0.138 0.303 0.378
H -1.936081 -0.250944 0.282379 0.133 0.151 0.082 0.230
H -0.595588 -1.253894 1.044857 0.516 0.436 -0.077 0.241
H -3.447336 -0.761013 2.354489 0.238 0.659 0.524 0.191
H -2.883365 -2.735205 0.198060 -1.321 0.249 0.512 0.230
H -1.732535 -3.054486 1.558762 0.240 -0.578 -0.601 0.208
```
Positions in Å, forces in eV/Å.

- E_HOMO (eV) = -6.3
- spin multiplicity = 1

***

Entry 4:
DFT (wB97M-V/def2-TZVPD) results for C5H9N in the gas phase.

Structure (XYZ):
```
15
Properties=species:S:1:pos:R:3:forces:R:3:nbo_charge:R:1
C -0.429043 -1.580053 -0.409680 0.805 1.045 -0.258 -0.607
N -0.821425 1.930400 -0.947015 1.307 1.262 0.101 -0.612
C -0.892886 1.097177 0.160175 -0.907 0.417 -2.392 -0.256
C -0.052597 -0.179629 0.092803 0.080 -2.305 3.038 -0.059
C 0.581500 -0.259645 1.427060 2.398 1.275 -1.554 -0.187
C 1.398813 0.200264 0.319446 -0.619 1.715 -3.117 -0.486
H -0.846656 -1.555332 -1.414461 -0.533 -0.261 0.109 0.212
H 0.530025 -2.093920 -0.486037 -0.050 -0.188 -0.114 0.215
H -0.978589 -2.095839 0.375615 -0.538 -0.015 -0.533 0.225
H -1.975374 1.052536 -0.217104 -0.089 -0.952 1.748 0.322
H -0.805255 1.414422 -1.826977 0.248 -0.347 0.146 0.318
H -0.640309 1.605885 1.100045 -0.776 0.087 0.162 0.222
H 1.284265 -0.574493 2.176395 -1.277 -0.912 1.133 0.262
H 1.525961 1.272968 0.023747 -0.477 0.237 0.467 0.210
H 2.121571 -0.234740 -0.374012 0.429 -1.058 1.062 0.221
```
Positions in Å, forces in eV/Å.

- E_HOMO (eV) = -6.9
- spin multiplicity = 1

***

Entry 5:
DFT (wB97M-V/def2-TZVPD) results for C5H9N in the gas phase.

Structure (XYZ):
```
15
Properties=species:S:1:pos:R:3:forces:R:3:nbo_charge:R:1
C 2.626232 0.019971 0.389556 -1.683 -0.116 -0.105 -0.399
C 1.541378 -0.157838 -0.392158 1.209 0.289 0.643 -0.189
C 0.373176 -1.048794 -0.060991 0.137 -1.247 -1.577 -0.273
N -0.873423 -0.547759 -0.686450 1.521 0.984 0.880 -0.603
C -1.359438 0.527155 0.103472 -2.051 -0.313 0.093 0.014
C -2.632516 1.042976 0.139719 0.906 0.035 -0.295 -0.534
H 3.061928 0.999146 0.507521 1.028 -0.188 -0.829 0.210
H 2.850260 -0.736318 1.122206 -0.135 0.160 0.715 0.185
H 1.487471 0.412058 -1.320772 -0.551 0.426 0.429 0.196
H 0.524652 -2.080118 -0.419676 -0.022 0.214 -0.161 0.210
H 0.205745 -1.176600 1.007416 0.085 0.373 -0.041 0.214
H -0.764125 -0.477908 -1.690341 -0.375 0.228 -0.072 0.379
H -0.720764 0.825241 0.933136 -0.191 -1.203 0.552 0.184
H -3.138553 1.481439 -0.712876 -0.514 -1.233 -0.324 0.195
H -3.182022 0.917349 1.080231 0.637 1.591 0.093 0.212
```
Positions in Å, forces in eV/Å.

- SMILES = C=CCNC=C
- E_HOMO (eV) = -7.6
- spin multiplicity = 1

***

Entry 6:
DFT (wB97M-V/def2-TZVPD) results for a molecular structure, C5H9N.

Structure (XYZ):
```
15
Properties=species:S:1:pos:R:3:forces:R:3:nbo_charge:R:1
C -1.142258 0.197378 1.230484 0.138 0.018 0.111 -0.621
C -0.133113 0.108261 0.104315 0.508 -0.004 0.043 -0.123
C 1.407488 -0.272341 0.097217 -0.047 0.079 0.874 -0.274
N 1.158987 -0.546639 -1.298239 0.137 -0.973 -0.217 -0.267
C -0.190922 -1.054968 -0.883662 -0.267 -0.102 -0.392 -0.265
C 0.065843 1.254779 -0.812587 -1.015 1.305 -0.033 -0.233
H -2.162502 0.180154 0.818099 0.282 0.059 0.029 0.218
H -1.027750 1.110142 1.820261 0.012 -0.089 0.003 0.216
H -1.045768 -0.670188 1.889628 -0.028 0.124 0.012 0.217
H 2.213996 0.450438 0.288198 -0.421 -0.028 0.129 0.195
H 1.502571 -1.144074 0.756062 0.357 -0.226 -0.398 0.202
H -0.152027 -2.062603 -0.427603 0.120 0.270 -0.140 0.177
H -0.927644 -1.039047 -1.687189 -0.110 0.067 0.146 0.194
H -0.781487 1.953663 -0.957538 0.201 -0.617 -0.564 0.174
H 1.017801 1.716839 -1.001384 0.132 0.117 0.396 0.190
```
Positions in Å, forces in eV/Å.

- E_HOMO (spin up / spin down) (eV) = -8.9 / -8.1
- spin multiplicity = 1

***

Entry 7:
DFT (wB97M-V/def2-TZVPD) results for C5H9N in the gas phase.

Structure (XYZ):
```
15
Properties=species:S:1:pos:R:3:forces:R:3:nbo_charge:R:1
C -0.525123 -0.009069 1.995283 -0.054 0.009 0.170 -0.601
C 0.120039 -0.618706 0.758372 -0.031 0.019 0.086 -0.403
C 0.315266 0.450392 -0.302607 -0.695 0.541 0.529 -0.404
C 0.795807 -0.145734 -1.692462 -0.713 0.390 0.114 -0.512
C -0.478020 0.325076 -2.206110 -1.374 -0.158 -2.950 0.292
N -1.532304 0.800812 -2.322955 0.791 -0.775 -1.336 -0.377
H -1.483849 0.455786 1.737523 0.145 -0.078 0.052 0.209
H -0.708005 -0.760314 2.767959 0.020 0.087 -0.053 0.212
H 0.118623 0.769365 2.420569 -0.102 -0.109 -0.020 0.203
H -0.534530 -1.402333 0.347052 0.101 0.151 0.064 0.199
H 1.062841 -1.118403 1.025004 -0.091 0.186 -0.106 0.198
H -0.736055 0.906726 -0.631999 2.798 -0.587 2.761 0.274
H 0.981558 1.267993 -0.011617 -0.012 -0.197 0.238 0.213
H 0.925178 -1.240829 -1.724859 -0.282 0.493 0.166 0.247
H 1.678573 0.319237 -2.159155 -0.501 0.028 0.286 0.250
```
Positions in Å, forces in eV/Å.

- SMILES = CCCCC#N
- E_HOMO (eV) = -9.9
- spin multiplicity = 1

***

For the records above, the corresponding energy above the lowest of the compared OMol25 structures with the same formula, charge and spin values read 2.246, 2.447, 10.813, 8.541, 3.932, 5.070, 1.854 eV.